*a*
Computed, not measured: a structure of composition C9H12N2O, with ωB97M-V/def2-TZVPD.

Structure (ORCA input):
```
! wB97M-V def2-TZVPD RIJCOSX def2/J DEFGRID3
* xyz 0 1
O 1.944 -2.380 -0.080
N 2.715 -1.361 0.163
N 1.875 -0.225 -0.212
C -2.589 0.880 -0.359
C -3.223 -0.428 0.280
C 1.413 1.625 1.097
C 2.348 1.142 0.010
C -1.279 0.759 -0.888
C -2.419 -1.559 0.673
C 0.766 -0.627 -1.027
C -1.072 -1.437 0.385
C -0.542 -0.294 -0.405
H -0.696 1.694 -1.460
H 0.146 1.163 0.875
H 1.385 -0.390 -2.245
H 2.621 1.901 -0.817
H 1.466 2.950 1.123
H 1.145 -1.965 -1.143
H 3.379 0.852 0.429
H 1.653 1.256 2.365
H -3.545 1.394 -0.895
H -2.892 -2.453 1.123
H -0.113 -2.051 0.677
H -4.487 -0.446 0.331
*
```

Properties
* E_LUMO: -0.5 eV
* HOMO-LUMO gap: 7.754 eV


*b*
Computed, not measured: an isolated molecule of C9H12N2O, with ωB97M-V/def2-TZVPD.

Structure (ORCA input):
```
! wB97M-V def2-TZVPD RIJCOSX def2/J DEFGRID3
* xyz 0 1
O -0.641 -1.361 -0.032
N -1.688 3.177 -0.149
N -2.443 -0.179 0.028
C -1.739 2.036 -0.064
C -1.422 0.659 0.033
C -0.222 -0.082 0.006
C -2.718 -2.603 -0.145
C -1.984 -1.341 -0.025
C 1.130 0.422 0.052
C 1.313 1.042 -1.334
C 2.104 -0.626 0.322
C 1.403 1.485 1.180
H 0.564 1.895 -1.388
H 1.148 0.459 -2.324
H 1.981 -1.153 1.231
H 1.486 1.036 2.110
H -2.045 -3.404 0.180
H 2.289 1.378 -1.349
H 3.097 -0.403 0.492
H -3.584 -2.756 0.454
H 2.061 -1.356 -0.463
H 2.367 2.036 1.095
H 0.650 2.322 1.275
H -3.105 -2.682 -1.184
*
```

Properties
* E_LUMO: 0.6 eV
* HOMO-LUMO gap: 9.547 eV
* SMILES: Cc1nc(C#N)c(C(C)(C)C)o1


Last place for stability: *a*


*a*
Computed, not measured: a cluster of 7 separate species, H14O6S in total, with ωB97M-V/def2-TZVPD.

Structure (ORCA input):
```
! wB97M-V def2-TZVPD RIJCOSX def2/J DEFGRID3
* xyz 0 1
S 2.867 1.548 -3.612
O 2.007 1.086 3.054
O 0.193 -0.185 0.406
O 1.557 -1.724 -1.713
O -2.118 -1.741 0.373
O -3.406 1.308 -1.110
O -1.367 0.138 2.665
H 2.060 0.633 -3.131
H 1.937 2.007 3.328
H -3.777 1.438 -0.235
H 2.389 -2.079 -1.439
H 3.510 0.682 -4.362
H 1.116 -0.427 0.356
H -1.743 0.908 2.205
H 0.074 0.193 1.296
H 2.188 1.225 2.114
H -1.544 -1.141 -0.151
H -3.337 0.358 -1.194
H 1.111 -1.187 -1.046
H -1.944 -0.570 2.361
H -1.771 -2.471 -0.166
*
```

Properties
* E_LUMO: 0.1 eV
* HOMO-LUMO gap: 9.828 eV
* SMILES: O.O.O.O.O.O.S


*b*
Computed, not measured: a cluster of 7 separate species, H14O6S in total, with ωB97M-V/def2-TZVPD.

Structure (ORCA input):
```
! wB97M-V def2-TZVPD RIJCOSX def2/J DEFGRID3
* xyz 0 1
S -2.663 -2.313 3.586
O -0.447 -1.092 1.048
O 4.087 3.016 -1.344
O -0.571 2.135 -0.928
O 2.230 0.088 -0.416
O -1.390 -1.001 -1.758
O 0.964 0.677 -2.892
H -3.936 -2.322 4.006
H 1.312 0.741 -3.787
H 1.678 0.335 -2.357
H -1.031 -1.176 0.282
H 2.476 -0.827 -0.197
H 3.584 2.869 -0.553
H 1.366 0.175 0.059
H -1.078 -0.878 1.708
H 0.109 1.804 -1.536
H -1.800 -0.144 -1.701
H 3.962 3.962 -1.509
H -1.205 2.549 -1.490
H -3.056 -2.651 2.352
H -0.566 -0.819 -2.252
*
```

Properties
* E_LUMO: 0.5 eV
* HOMO-LUMO gap: 10.408 eV
* SMILES: O.O.O.O.O.O.S


Last place for stability: *a*


*a*
Computed, not measured: a cluster of 2 separate species, C8H17N2P in total, with ωB97M-V/def2-TZVPD.

Structure (ORCA input):
```
! wB97M-V def2-TZVPD RIJCOSX def2/J DEFGRID3
* xyz 0 1
P 2.994 -0.795 -1.314
N 2.728 -0.373 1.377
N 0.920 -3.114 0.964
C -0.810 1.609 -1.590
C 1.390 -2.136 0.595
C 1.991 -0.919 0.345
C -0.576 -0.197 1.493
C 0.279 0.265 0.307
C -1.798 0.642 1.930
C -1.235 -0.860 -1.310
C -0.214 0.205 -1.039
H -2.227 -0.677 -0.956
H -0.693 1.589 -2.656
H -1.279 -1.084 -2.347
H -1.653 1.769 2.356
H -0.884 -1.184 1.353
H -1.066 -1.814 -0.783
H -2.426 -0.162 2.461
H 3.996 -1.543 -0.847
H 3.041 0.640 1.280
H 0.783 0.189 -1.718
H 2.500 -1.917 -1.777
H 2.559 -0.731 2.374
H -2.361 0.877 0.955
H -0.211 2.554 -1.154
H 0.089 -0.152 2.238
H -1.885 1.747 -1.572
H 0.844 1.179 0.565
*
```

Properties
* E_LUMO: 0.8 eV
* HOMO-LUMO gap: 8.771 eV


*b*
Computed, not measured: an isolated molecule of C8H17N2P, with ωB97M-V/def2-TZVPD.

Structure (ORCA input):
```
! wB97M-V def2-TZVPD RIJCOSX def2/J DEFGRID3
* xyz 0 1
P 0.503 -0.596 -0.359
N 0.497 -1.527 2.409
N -3.501 -1.723 2.775
C 2.220 -0.395 -2.866
C -2.333 1.884 2.198
C -0.421 -1.380 1.336
C 1.914 0.332 -4.155
C -1.560 -0.448 1.718
C -1.190 0.891 2.343
C -2.680 -1.098 2.351
C 1.610 0.362 -1.693
H -2.048 -0.288 0.685
H -2.803 1.797 1.262
H 0.400 -1.201 3.326
H 3.277 -0.674 -2.980
H -0.871 0.793 3.319
H 2.257 -0.458 -4.926
H 1.052 1.207 -1.986
H -0.476 -0.824 -1.201
H 0.995 -2.448 2.298
H 2.289 0.808 -0.946
H 1.205 -1.719 -0.564
H 0.825 0.454 -4.216
H -1.847 3.001 2.121
H 2.284 1.371 -4.381
H -2.960 1.885 3.137
H 1.665 -1.311 -2.854
H -0.301 1.306 1.848
*
```

Properties
* E_LUMO (spin up / spin down): 0.1 / 0.1 eV
* HOMO-LUMO gap (spin up / spin down): 7.692 / 7.691 eV
* SMILES: CCC[PH2]=C(N)[C@@H](C#N)CC


Last place for stability: *b*